{
  "formula": "C95H221N15O15",
  "method": "ωB97M-V with the def2-TZVPD basis set",
  "relative_energy_ev": 3.992,
  "homo_lumo_gap_ev": 8.62,
  "lumo_energy_ev": 0.4,
  "max_force_ha_per_bohr": 0.079,
  "charge": 0,
  "total_energy_ev": -155147.82889,
  "species": ["C", "C", "O", "H", "H", "H", "C", "H", "H", "H", "C", "C", "H", "O", "H", "C", "H", "C", "N", "C", "H", "C", "H", "C", "C", "H", "H", "C", "H", "H", "H", "H", "C", "C", "H", "H", "C", "N", "H", "C", "H", "H", "H", "H", "H", "C", "H", "H", "C", "H", "H", "H", "H", "H", "H", "H", "H", "C", "H", "H", "N", "H", "H", "H", "C", "C", "H", "C", "C", "H", "H", "H", "C", "H", "H", "H", "H", "H", "H", "H", "N", "C", "H", "C", "H", "C", "H", "H", "C", "C", "H", "C", "H", "C", "C", "C", "H", "H", "C", "H", "H", "C", "H", "H", "H", "H", "H", "C", "C", "H", "H", "C", "H", "C", "H", "H", "C", "C", "C", "H", "C", "H", "H", "H", "C", "H", "H", "H", "H", "C", "C", "O", "H", "C", "H", "H", "H", "C", "H", "C", "H", "H", "H", "C", "C", "H", "C", "H", "H", "H", "H", "C", "C", "H", "H", "H", "H", "H", "O", "H", "H", "H", "H", "H", "H", "N", "H", "H", "H", "O", "H", "H", "O", "N", "H", "H", "O", "H", "H", "C", "H", "H", "H", "N", "H", "O", "H", "C", "H", "C", "H", "H", "H", "H", "H", "H", "H", "H", "H", "N", "H", "H", "H", "H", "H", "C", "H", "H", "C", "H", "H", "C", "H", "H", "H", "H", "C", "H", "H", "C", "O", "C", "H", "H", "C", "C", "C", "H", "O", "N", "H", "H", "H", "N", "N", "C", "H", "C", "H", "H", "N", "H", "C", "C", "H", "H", "C", "H", "H", "H", "C", "H", "H", "C", "C", "H", "H", "N", "H", "H", "C", "H", "C", "H", "H", "H", "O", "C", "C", "H", "H", "H", "C", "H", "C", "H", "H", "H", "O", "H", "C", "C", "H", "C", "H", "H", "H", "H", "H", "C", "H", "H", "H", "H", "C", "H", "H", "O", "C", "C", "N", "H", "H", "H", "H", "H", "O", "H", "C", "H", "C", "O", "C", "H", "H", "H", "H", "C", "N", "C", "H", "C", "H", "H", "H", "H", "H", "C", "H", "H", "H", "H", "C", "H", "H", "H", "H", "H", "H", "H", "H", "H", "H", "H", "H", "H"],
  "xyz": [[-1.412518, -1.812989, -6.795580], [-0.439029, -0.710251, -1.660283], [2.143065, 7.975860, 1.959858], [6.511001, -1.059996, 6.845659], [-4.494580, 4.730179, 2.284488], [-0.060181, -0.235262, -6.876495], [0.093323, -6.027094, 2.258380], [1.068552, 2.559098, 0.804324], [1.392416, -8.775333, 5.774551], [-1.275111, 7.239345, -0.758281], [1.642916, 1.590976, -0.971860], [8.806191, -3.372380, -1.255791], [-2.906119, 6.965138, -1.260772], [-2.890887, 0.830651, 5.494106], [10.268485, -2.664616, 0.121189], [3.320264, -2.490322, -5.177321], [6.224715, -0.250808, 0.719230], [4.864861, -2.419900, -5.179674], [6.281737, 2.714080, 7.713114], [-4.946262, 3.000248, -2.852024], [4.698204, -1.141330, 4.708533], [-1.446453, 4.496387, -4.542833], [-5.530985, -1.051474, -4.446346], [-3.095530, 0.097489, -5.394763], [-4.862045, -1.284543, 0.586366], [2.624401, -8.248913, 2.721516], [-4.042274, 2.847335, 3.788887], [-1.215830, -2.357535, -8.193558], [-2.503927, 1.406437, 4.739411], [-1.315837, 1.373339, 0.865965], [-3.568773, 0.659206, -4.585813], [9.390313, -5.135142, -2.351205], [2.530686, -7.441097, 3.457555], [-3.240506, 3.611215, 3.674934], [-7.748169, 1.144240, -2.690221], [3.199478, -0.706050, -6.288943], [3.077374, 1.531602, 4.380507], [0.292907, 1.709135, -1.550533], [-1.017005, -4.876918, 3.861584], [6.201771, 3.339920, 5.208098], [0.949009, -4.126905, 5.071265], [2.573581, 4.794535, -7.748347], [6.820163, 1.802130, -0.515315], [5.468201, 4.072072, -1.771122], [5.250637, -3.411716, -5.199137], [-3.130799, 4.566911, 4.769235], [-8.842822, -2.390824, -0.002702], [-0.179974, -8.740336, 5.132216], [2.484793, 0.458067, -1.576883], [4.632677, 0.344168, 1.405689], [1.407486, 4.260101, -5.412512], [-3.343850, -2.681948, 1.061422], [-1.042067, 0.326844, -4.697591], [2.324689, 0.290621, -2.685856], [-9.898698, 4.340100, -3.253652], [-5.979489, -0.166731, 7.248893], [7.187049, -4.055388, 2.185743], [2.844667, -2.951315, -3.738149], [-5.938409, 2.885515, -5.485564], [-0.303341, -8.919457, 2.208805], [0.126801, -7.290814, 3.009463], [-2.054801, 2.266260, 2.696210], [-5.301676, 2.424794, -1.971910], [0.183511, 5.760408, 4.803304], [5.720795, 0.327057, 1.529216], [-0.714366, 0.724403, -1.113057], [-0.946709, 6.504444, -3.165920], [-7.534896, -4.561400, 0.556119], [-2.821404, -1.917216, -3.918553], [-0.048891, -3.976857, 2.705519], [1.734415, -4.957696, -2.330212], [2.532507, 1.451351, 0.861429], [-5.716482, 0.913432, 4.945801], [0.677862, 4.369558, 1.595879], [1.429616, 9.758202, 1.399154], [-5.533726, -3.546443, 1.773673], [-0.123440, 2.763482, -3.112072], [-2.749199, -3.418698, 4.415404], [-2.903136, 0.591669, -1.293324], [-4.154156, 2.130325, 0.029957], [2.781730, -1.106196, -5.467972], [7.908230, -2.100284, -1.530467], [8.256454, -1.620437, -2.433649], [-1.205648, -6.038006, 1.401483], [-6.547318, -1.728502, 5.169975], [-6.874609, 0.153056, 0.446858], [-1.321099, -2.475433, 6.182180], [-1.701008, -0.010269, -7.709346], [-4.906939, -0.347042, 5.388536], [5.964259, -3.119158, -0.357748], [-0.791751, -2.081335, 3.965728], [1.945295, 6.615137, 1.964988], [-1.383963, -1.315424, -1.476500], [-4.775815, -2.786816, 4.773497], [3.023004, -2.264020, 3.283623], [6.512411, -4.651381, 1.565774], [-5.143035, -2.694320, -5.152099], [9.257219, -3.715301, -3.370078], [4.155203, -1.863625, 5.259496], [4.861781, 3.932019, 6.789588], [-2.975735, -2.345759, 6.877347], [-2.105166, 1.274336, -1.641755], [-4.904177, 2.381219, -3.719794], [0.962496, -9.590473, 4.247703], [-4.798919, -3.147639, 5.832007], [5.344583, -5.914650, -0.230185], [-0.704628, -0.417420, 4.709988], [-4.934713, -1.597830, -5.235264], [-5.188076, -3.788668, 0.746902], [-1.202329, 3.591656, -5.176357], [3.578934, -1.376059, 2.920379], [-1.143680, -0.351840, -6.791397], [-5.439917, -3.577815, -2.005037], [5.957002, 2.503233, -4.885952], [5.623873, 5.618727, 1.019173], [-5.120826, 1.773642, 5.197157], [0.811596, 6.017568, 2.793495], [1.085247, -4.901148, 4.333682], [1.215052, -5.698766, 1.260580], [3.830627, 0.885767, 3.943890], [2.281483, 2.971549, -1.254011], [3.250915, 1.928372, -4.684970], [3.332243, 3.019865, -1.040704], [-5.475498, 0.192641, -1.754112], [4.155459, -3.284849, 7.303098], [-1.851010, -1.007705, 7.041684], [-1.591431, -0.694352, 3.160620], [-9.974153, 2.869458, -2.298746], [5.722677, 2.738495, 8.575566], [3.321041, 4.294347, -7.152478], [-5.875630, 4.799169, -4.513314], [-3.333307, 3.446857, 1.204230], [2.040805, -1.923264, 3.545968], [-1.570171, 0.451825, -5.623220], [-6.606939, 1.471930, -4.124089], [4.525766, 4.945225, 0.031881], [6.938071, -6.293545, -0.836630], [-3.356771, -2.517282, 4.236684], [-1.724828, -1.802576, -3.871645], [-8.154972, 3.058283, -3.709725], [-1.432152, -0.346087, 0.556843], [-5.128479, -3.522592, 4.107581], [-0.345639, -1.964485, -8.685018], [-0.616962, 5.623815, -2.645183], [6.766995, -4.336698, 0.065241], [2.060125, -6.500722, 5.654501], [-3.399898, -1.359756, -5.199739], [-6.435090, 4.127144, -6.529509], [5.761459, -1.756385, 8.110010], [-4.073446, 5.043720, 4.886675], [1.670772, 3.637207, -0.728599], [-6.482733, -3.641362, -0.033994], [1.194026, -6.229540, 5.010428], [-4.724533, -4.694639, 0.566730], [7.136935, 3.882070, 5.413229], [0.360148, -6.224003, 5.672788], [2.076737, -4.617223, 3.892221], [-6.636670, 0.824724, 5.501112], [-3.175883, -3.357625, -6.483393], [1.348418, -6.542613, 0.589427], [6.656636, 5.056461, -1.343918], [-6.394377, 6.074399, -2.137994], [-3.806645, -2.907274, -0.639983], [5.054828, 1.975835, -0.277858], [-2.522066, 4.822122, -1.768662], [-3.504157, -0.255576, 4.817152], [-6.262857, 1.010872, 0.141946], [-2.009823, -6.272007, 2.162169], [3.583004, -2.517762, 7.866175], [-7.350235, 3.242824, -1.511193], [3.437571, -5.321027, -1.744309], [-6.879906, 0.039883, 1.513432], [0.282628, 1.883768, -2.961773], [-7.019811, -2.248642, 0.088957], [-8.527415, -4.486949, 0.121722], [8.596647, -5.871997, -0.226393], [9.020737, -5.213614, 0.299823], [-4.132688, -3.346425, -6.713511], [-5.245317, -1.576977, -2.145477], [5.009405, -2.509427, 6.316654], [5.679122, -3.142507, 5.815017], [5.784758, 1.581486, -4.297706], [4.226749, 3.950691, -7.575417], [5.645458, -1.496150, 7.141107], [0.308570, -2.920976, -6.433601], [0.418794, -8.321650, 2.021884], [4.892530, -3.360681, -0.315877], [-9.601158, 3.262178, -3.249121], [3.980164, 1.578786, 7.134932], [0.919644, 6.333615, 4.288791], [-5.934559, -5.143136, -1.505395], [8.022639, -1.428297, -0.721161], [-1.152428, 3.176370, 3.589575], [5.166601, -1.865721, -6.081254], [-3.271784, -1.377989, -3.100052], [-2.166143, 1.348646, -2.733715], [1.098854, 8.321719, 0.246772], [-5.388616, 3.094236, 0.806265], [-2.190628, 2.280345, -1.257639], [6.385578, 4.078534, -1.294735], [6.715300, 1.782522, 7.597071], [-7.181845, -3.952722, -2.052410], [6.850323, -5.681572, 1.816728], [-4.221132, 0.340484, 7.379213], [5.429101, -4.497218, 1.736654], [-2.617357, -1.391238, 4.955331], [6.933976, 2.424483, -5.384008], [-1.518080, 1.524455, -5.866932], [-7.964125, 3.722245, -5.140330], [5.818465, -5.285451, -1.670590], [-6.565616, 5.673812, -4.525517], [2.723805, 3.133141, -6.440775], [-1.311142, -6.815875, 0.624859], [5.715053, -1.543942, -1.759951], [11.021422, -3.668178, -1.157666], [5.916800, -0.017167, 2.555104], [8.768874, -4.286402, -2.529695], [1.072645, 2.673252, -5.308782], [-2.461743, 4.471907, -4.105058], [1.173436, 8.690632, 1.265040], [3.630705, -2.811637, 4.415864], [-0.091573, -4.914770, 3.286313], [-7.705933, -4.370748, 1.590697], [3.552207, 5.090183, -6.480112], [3.618722, 2.792980, -5.220025], [-6.246549, -4.095335, -1.534418], [-5.939914, -0.798845, -1.720014], [-3.324787, -2.399132, 3.138949], [-0.482193, 4.556239, -3.512155], [-7.325484, 3.933652, -2.749035], [-4.578615, 5.929872, -2.652279], [5.575013, 3.897097, 4.474160], [3.686001, 3.638287, -4.525119], [-0.816981, 4.417296, -0.524754], [-2.038976, 2.664965, 3.618416], [6.061472, 2.236113, 0.133872], [2.583841, 2.084197, 3.546590], [2.765112, -4.635746, -2.122812], [6.334661, 2.381086, 4.639182], [-5.951419, 0.929080, 3.845592], [0.761801, 4.538827, 2.617470], [-8.360647, 4.708530, -5.149500], [-7.661774, 1.524048, -3.699382], [-2.056630, 6.496266, -0.770965], [-6.856607, -0.826894, -2.254617], [-3.572173, 0.317015, -6.334811], [-1.575322, 5.258043, -1.421011], [3.493956, -3.995321, 6.792872], [2.825259, 6.115346, 2.359961], [3.073905, -3.211549, -5.963616], [0.841740, -8.690961, 4.828295], [-4.645642, -1.338274, 7.375293], [-7.936266, 0.346646, 0.078796], [-0.796401, 0.557252, 0.424413], [6.221108, -5.544213, -0.768860], [-0.185875, -0.615153, -2.693720], [2.105972, -5.435522, 1.841314], [1.353561, 3.383319, -5.959968], [2.728860, -3.727496, -1.551554], [0.471901, -1.151010, -1.146001], [-1.320216, -1.118050, 4.145344], [6.155960, -3.027221, -2.543214], [6.262786, 3.714510, 0.167310], [3.295625, -1.326901, 5.778337], [-4.821055, 5.058744, -4.680945], [3.570594, 0.717059, -1.470684], [-8.174150, -2.138409, -0.653750], [1.166893, -7.426133, 4.067775], [-2.149144, -1.804752, 6.398805], [-0.291369, -1.952190, -4.963542], [-4.111039, -0.516923, 0.313003], [-2.126756, -2.095928, -8.756145], [6.373139, -2.408396, -1.630672], [-7.729364, 3.866107, -0.894920], [-6.185642, -1.062208, -0.200698], [-7.330623, -5.576520, 0.419915], [10.730817, -2.024461, -1.559298], [7.728927, -4.521758, -2.857991], [6.109324, 1.706597, 1.455875], [0.630954, 7.335969, 4.501230], [-4.435465, 2.579957, 0.980663], [5.471901, 3.060263, 6.537368], [-2.738202, 5.057574, 2.235800], [10.258139, -2.887319, -0.975691], [1.103099, -0.404690, 0.854209], [2.912371, -6.605991, 2.922860], [-0.948837, -3.509397, -5.354647], [1.899154, 6.205221, 4.774110], [-4.583693, 1.825117, 1.778292], [-3.484715, 4.303513, 2.316685], [3.121908, -2.191443, -2.988723], [-0.870779, -3.348586, -8.157464], [5.218901, -1.896329, -4.254474], [4.851208, -3.696842, 8.060689], [-5.572051, -1.519061, 4.691405], [2.684402, 2.251003, -7.039937], [-0.145428, 6.424741, 2.394131], [3.390756, -4.204143, -3.386776], [4.475770, 1.989804, 6.237854], [-0.517715, -2.604767, -5.800213], [8.288127, -4.077069, -0.050382], [-2.863179, 4.135065, 5.738766], [1.856869, 6.278989, 0.920123], [-1.506002, -5.157038, 0.842504], [0.392057, 5.855814, -2.224862], [0.212411, 8.538633, 1.790665], [4.922853, 2.677057, -5.847421], [6.047287, -2.421355, 0.432596], [-4.945568, -0.392363, 6.948335], [-0.374159, 3.621642, -1.036498], [5.277194, 4.629803, 0.793502], [3.588701, 2.515770, 5.289763], [-4.200124, -2.663168, 0.340234], [-8.250932, 0.845466, -4.344440], [5.037647, 1.139241, 5.827296], [4.739684, 4.219966, 1.761989], [3.112885, -2.968710, 2.527452], [0.615620, 0.483780, 1.061397], [-2.889005, -1.996800, -6.511299], [-5.467218, 5.470771, -2.166299], [2.361796, -0.482765, -1.093713], [-6.467685, 3.797650, -5.476924], [1.713785, -3.002885, -3.707243], [-10.249792, 2.903237, -4.001408], [-5.704426, -1.191798, 3.659215], [2.316201, 0.944772, 4.873781], [-3.905225, 3.340743, -2.615040], [-5.886274, 4.230372, -3.043660], [-5.283015, 5.166329, -1.130875], [-8.568831, 2.970030, -5.759258], [7.231230, 3.801936, 0.711666], [0.521629, 0.511318, 2.146389], [1.530156, 1.597750, 0.508391], [2.146315, 3.222676, -2.347314], [-2.324489, 5.252892, 4.569833], [-5.108895, -1.191029, 1.650817], [5.966305, 3.330273, -4.166295], [-1.415824, 5.362899, -5.245347], [1.800457, -1.118064, -5.749766], [3.229585, -7.676580, 4.254962], [-3.090902, -2.981980, -3.793961], [0.936158, -4.857041, 0.632659], [-2.440530, 6.390659, 0.229709], [-5.316809, -1.143173, -6.165511], [-1.401856, 4.045907, 0.218701], [1.704607, 4.150965, 2.911306]],
  "forces_ev_per_a": [[-1.498, -2.024, 1.343], [-0.152, 0.033, 1.365], [0.988, 0.611, 0.896], [-0.170, -0.350, -0.433], [0.089, 0.245, 0.167], [0.046, 0.129, -0.704], [-1.759, 0.673, -0.964], [0.644, -0.367, 0.061], [0.295, 0.006, -0.385], [0.425, 0.441, 0.312], [0.364, 1.020, -2.270], [-0.585, 0.098, -1.423], [-0.017, -0.081, -0.618], [0.707, 1.093, -1.037], [0.289, 0.085, -0.911], [0.513, 0.853, 0.871], [-0.347, 0.095, 0.764], [-0.924, 1.393, 0.489], [0.581, -0.189, -0.345], [0.309, 1.347, 1.292], [0.867, 0.975, -0.645], [-0.301, -0.389, -1.020], [0.996, -0.676, -0.402], [0.852, 0.754, 0.094], [0.292, -0.278, -1.357], [-0.089, -0.069, 0.244], [0.055, 0.866, 0.338], [-0.225, 1.103, -0.165], [-0.393, -0.530, 1.163], [-0.569, 0.947, 0.343], [0.132, 0.213, -0.038], [0.148, -0.927, 0.013], [1.406, -2.385, -0.301], [0.470, -3.364, -1.765], [0.357, -0.003, 0.148], [0.805, -0.012, -0.236], [-0.693, 1.538, -0.196], [-0.678, 0.367, 1.239], [-0.257, -0.618, -0.346], [0.096, -0.227, -0.320], [-0.349, 0.367, 0.323], [-0.013, -0.357, -1.157], [0.151, -0.144, 0.002], [0.441, -0.294, 0.696], [0.494, -0.736, -0.002], [0.550, 0.005, 1.343], [-0.180, 0.280, -0.394], [-0.990, 0.499, 0.123], [1.234, 0.689, -1.203], [-0.112, -0.597, -0.290], [-0.339, -0.634, -0.274], [-0.359, -0.231, -0.717], [0.681, -0.343, 0.360], [-0.058, 0.403, 1.205], [0.771, -0.505, 0.187], [0.427, -0.041, 0.205], [-0.552, 0.487, -0.028], [-1.044, 0.366, -1.370], [0.358, -1.283, 0.227], [-0.215, -0.396, -0.247], [0.391, 0.075, -0.647], [-0.202, -0.497, -0.497], [0.240, 0.246, -0.645], [-0.407, -0.808, 0.503], [-0.079, 1.250, -0.348], [-0.956, -0.537, -1.046], [-0.438, 0.526, -0.331], [-0.927, 0.959, -0.217], [0.455, -0.690, -0.125], [-0.085, -0.132, 0.297], [0.366, -0.336, 0.239], [0.567, 0.340, 0.695], [0.818, -1.093, -0.663], [0.079, 0.045, 0.788], [-0.104, -0.539, -0.645], [0.769, -0.790, -0.048], [0.311, -0.186, 0.301], [-0.126, -0.015, -0.090], [0.175, 0.509, -0.070], [-0.312, -0.530, 0.142], [-0.471, -0.970, 0.514], [-1.094, -1.509, -0.221], [0.229, 0.092, -0.256], [-1.713, -1.481, 1.112], [0.089, 0.453, -0.420], [-0.756, 0.313, -1.652], [0.125, -0.207, 0.548], [0.889, 0.257, 0.728], [0.631, 0.407, -0.313], [-0.262, -0.005, 0.172], [-0.180, 0.623, 0.255], [0.160, -1.505, -0.472], [1.381, 0.416, -0.403], [1.476, 0.837, 0.435], [1.012, 1.770, 0.993], [0.561, -0.453, -0.570], [-0.117, 0.997, -0.088], [-0.478, -0.540, 0.693], [-1.734, 0.739, 1.839], [0.311, 0.238, 0.164], [0.493, -0.095, 0.074], [1.028, -1.136, 0.254], [0.065, -0.471, -0.497], [0.560, -0.296, -0.313], [0.288, 0.008, -0.894], [0.237, -0.312, 0.254], [0.228, -0.033, -0.220], [-0.326, 0.532, 0.326], [-1.055, 3.919, 0.487], [-0.511, 0.921, 0.880], [-0.066, -0.169, 0.188], [0.580, 0.562, -1.289], [0.359, 0.566, -0.365], [-0.288, -0.465, 0.192], [1.026, 0.345, 0.549], [-0.202, 0.546, 0.308], [-0.601, 0.022, 0.154], [1.365, 0.617, -1.440], [0.363, -0.123, 0.878], [0.438, -0.060, 0.110], [-0.203, -1.112, -2.958], [0.285, -0.675, 0.102], [0.392, 0.080, 0.470], [-0.033, -0.170, -0.484], [0.133, 0.445, 0.457], [0.273, 0.741, 0.124], [0.180, -0.034, 0.378], [0.718, -0.279, -0.046], [0.349, -0.205, -0.723], [-1.211, 0.443, 0.224], [-0.092, -0.503, 1.092], [-0.200, 0.101, 0.296], [-0.966, -0.011, -0.283], [-2.906, 0.388, 0.729], [-1.369, -0.076, 0.943], [-0.151, -0.891, 0.578], [1.038, -1.683, -0.364], [0.710, -1.312, 1.015], [-0.845, -0.085, 0.208], [1.375, 0.709, 0.384], [0.568, 0.432, 0.327], [-1.056, -1.159, -0.419], [0.409, 1.200, -0.212], [-0.386, -0.012, 2.314], [1.032, -0.845, -0.245], [-0.233, 1.107, -0.325], [0.039, -0.920, -1.196], [0.337, 0.248, 0.318], [-0.098, -0.198, -0.133], [-0.678, 0.910, 0.197], [-0.321, 1.526, 0.895], [0.027, -0.186, -2.026], [-0.405, -0.943, 0.644], [0.554, -2.173, 0.190], [-0.189, -0.325, -0.392], [-1.000, -0.597, 0.722], [-0.953, -0.307, -0.066], [-0.443, 0.554, 0.060], [-1.040, -1.082, -0.179], [0.402, -0.153, 0.140], [0.197, -0.052, -0.069], [0.833, 0.320, -0.216], [0.037, 0.589, -0.403], [0.501, 0.169, -0.064], [0.329, -0.716, -0.526], [-0.926, 1.081, 0.688], [-0.314, 0.101, 0.325], [0.433, 0.341, -0.963], [-0.124, -0.523, -0.427], [0.078, -0.279, 0.559], [0.835, -1.710, 1.078], [-0.076, 0.027, 0.604], [0.153, -0.542, 0.118], [1.818, -0.353, 1.088], [-0.084, 0.416, -0.517], [0.016, -1.473, -0.642], [0.135, 0.644, 0.139], [1.071, -0.383, -0.004], [-0.645, 0.959, 0.402], [-0.812, 0.802, 1.218], [1.217, -1.108, -0.648], [0.125, 0.186, -0.209], [0.690, 0.186, -1.109], [0.428, 1.001, 0.160], [0.693, 0.099, 0.660], [-0.329, 0.287, 0.547], [0.163, -0.310, -0.357], [-0.331, 1.219, 0.016], [-0.179, 0.371, -0.128], [0.226, 0.114, -0.404], [-0.356, -0.058, -0.137], [0.370, 0.854, 0.962], [-0.113, 0.256, 0.327], [0.227, -0.205, 0.333], [-0.052, 0.270, 0.445], [0.199, -0.273, 0.169], [-0.060, 0.330, -0.445], [0.136, 0.321, 0.219], [-0.434, 0.235, 0.332], [0.384, 0.324, 0.343], [-0.467, 0.732, 0.256], [-0.107, -0.117, -0.492], [-0.685, 0.416, -0.329], [-0.812, -0.271, -0.449], [0.644, -0.187, 0.410], [0.438, -0.331, -0.405], [-0.441, 0.123, 0.018], [0.080, -0.309, 0.053], [-0.097, -3.880, 1.068], [-0.429, 0.861, -2.780], [0.929, -0.150, 0.082], [-0.595, -0.301, 2.687], [0.669, -0.107, 0.505], [0.453, 0.321, 0.060], [-0.620, -0.078, 0.299], [0.312, -0.072, -0.505], [-0.174, 1.968, -0.509], [-0.056, -0.472, 0.373], [0.273, -0.308, -0.294], [-0.742, 0.431, 1.269], [0.396, -1.197, -0.506], [1.990, 1.121, 0.629], [0.218, 0.180, 1.032], [0.528, 0.438, 1.062], [1.029, 0.983, -2.002], [-0.303, -0.168, 1.706], [1.544, -0.919, 1.392], [-0.339, 0.365, 0.460], [0.528, -0.874, -1.041], [0.048, -0.728, -0.691], [-0.690, 0.030, 0.625], [0.339, 0.012, 0.938], [-0.311, 0.127, 0.065], [0.710, -0.517, -0.153], [-0.325, 1.303, -0.089], [-1.844, -1.058, 0.770], [0.331, -0.340, 0.567], [-0.455, 2.148, -2.919], [0.571, 0.640, 0.686], [0.354, -0.134, 0.951], [1.272, 0.117, -0.494], [-0.668, 0.705, -0.115], [0.233, 1.330, -1.139], [-0.233, 1.596, 0.431], [-0.762, 0.082, -0.513], [-0.493, 0.605, -0.370], [0.406, 0.116, -1.309], [0.262, -0.033, 0.474], [0.595, 0.267, 0.025], [-0.507, -0.102, 0.290], [0.426, -0.334, 0.637], [-0.176, -0.422, -0.081], [1.390, -0.406, 0.363], [1.014, -0.417, -0.792], [-0.289, 1.127, 3.074], [-0.069, -0.279, -0.889], [0.067, -0.048, -0.767], [0.301, 1.540, -0.266], [-0.112, 0.240, 1.005], [-1.410, 0.262, -0.489], [-0.602, -0.165, -0.190], [0.257, 0.311, 0.806], [1.321, 0.366, -1.323], [0.871, -0.176, -0.364], [-0.382, 0.190, -0.434], [-0.752, -0.182, -0.065], [-1.569, -0.151, -0.467], [-0.554, 0.950, -0.849], [-1.357, -0.852, -1.475], [0.857, -0.018, -0.057], [-0.545, -0.020, 0.223], [0.516, -0.724, -0.137], [0.663, -1.188, -0.885], [-0.242, 0.278, 0.218], [0.228, -0.540, 0.218], [0.879, -1.668, -0.073], [-1.506, -0.791, 0.598], [0.886, -0.107, 0.371], [0.535, -0.236, 0.070], [-0.069, 1.122, -0.087], [0.331, -0.247, -0.366], [-0.613, 0.286, 0.118], [0.589, 0.897, -0.366], [0.882, 0.083, 0.603], [0.716, -2.220, -0.515], [-0.131, 1.032, 0.140], [-0.269, 0.208, -0.475], [-0.141, -0.326, -0.518], [0.237, 0.261, -0.335], [-0.341, -0.767, 0.657], [0.162, 0.068, -0.274], [-0.825, -1.941, -0.083], [-0.170, -0.306, -0.907], [-0.596, -0.528, -0.490], [-0.724, -0.266, 0.626], [0.081, -0.598, -0.748], [0.326, -0.384, 0.409], [-0.640, -0.154, 0.616], [-0.094, -1.020, 0.139], [-0.419, 0.214, -0.543], [-1.769, 1.993, 0.106], [-0.215, -0.380, -0.210], [-0.237, -0.226, -0.037], [0.492, 0.712, 0.440], [-0.695, -0.256, -0.138], [-0.047, 0.191, -0.518], [0.046, -0.785, 1.295], [0.318, 1.067, 1.031], [0.336, 0.606, -0.406], [-0.644, 0.547, 0.700], [-3.147, -0.266, 1.596], [-0.512, -0.799, -1.054], [-0.210, -0.180, 1.953], [-0.125, 0.627, 0.163], [-0.105, -0.135, -0.125], [1.030, 0.693, -1.910], [-0.564, -1.412, -1.489], [-1.029, 1.421, 0.013], [0.321, 1.952, 1.112], [-0.875, -1.368, -0.353], [-0.215, -0.782, 0.472], [-1.221, 1.428, -1.277], [0.856, 0.022, -0.167], [-0.786, -0.971, -0.950], [-0.228, -0.325, -0.069], [-0.259, -0.453, 0.155], [-0.798, -0.209, -0.256], [-0.275, 0.517, -0.752], [0.386, 0.059, -0.115], [0.897, 1.468, 0.147], [-0.246, 0.359, -0.785], [0.072, 0.266, 0.129], [-1.961, -0.811, 1.170], [0.332, -0.291, 0.967], [0.146, 0.711, -0.239], [0.302, -0.061, -0.144], [0.126, 0.089, -0.112], [0.264, -0.292, 0.612], [0.046, -0.408, 0.522], [0.347, -0.010, 0.074], [0.251, 0.349, -0.108], [-0.184, 0.237, 0.137], [0.215, -0.496, 0.638], [0.081, -0.628, 0.039], [-0.092, -0.134, -0.198], [-1.398, 0.513, -0.470]]
}